1.
# C39H38CdF5N5OPS2Se3

A molecular structure, C39H38CdF5N5OPS2Se3 (ωB97M-V/def2-TZVPD, the OMol25 dataset).

Each line ends with the Mulliken charge.
Positions of all 95 atoms, in Å:
Cd (-0.2776, -1.4199, -0.0276)  1.801
Se (-1.3330, -2.2705, 2.7801)  -0.288
P (-0.4066, -0.4111, 3.2301)  0.161
Se (0.3288, 0.7416, 1.5457)  -0.588
C (-1.4995, 0.6674, 4.2349)  0.522
C (-1.3282, 2.0513, 4.2343)  -0.542
C (-2.1406, 2.8571, 5.0221)  -0.622
C (-3.1196, 2.2852, 5.8255)  -0.401
C (-3.2870, 0.9073, 5.8350)  -0.670
C (-2.4865, 0.1002, 5.0353)  -0.345
C (0.9919, -0.6980, 4.3848)  0.944
C (0.7433, -1.3717, 5.5817)  -0.597
C (1.7814, -1.6385, 6.4604)  -0.583
C (3.0800, -1.2472, 6.1470)  -0.502
C (3.3327, -0.5905, 4.9531)  -0.541
C (2.2890, -0.3099, 4.0743)  -0.576
H (-0.5643, 2.4925, 3.6055)  0.359
H (-2.0099, 3.9329, 5.0052)  0.388
H (-3.7617, 2.9144, 6.4309)  0.367
H (-4.0469, 0.4544, 6.4624)  0.371
H (-2.6384, -0.9734, 5.0088)  0.316
H (-0.2636, -1.7024, 5.8105)  0.327
H (1.5809, -2.1663, 7.3855)  0.375
H (3.8920, -1.4630, 6.8316)  0.360
H (4.3447, -0.3029, 4.6926)  0.406
H (2.4814, 0.2015, 3.1389)  0.512
S (-0.3929, -1.3598, -2.6251)  -0.431
C (0.9870, -0.4562, -3.1770)  -0.271
N (1.4199, -0.5557, -4.3816)  -0.814
N (2.5298, 0.3162, -4.6042)  0.181
C (2.2957, 1.5461, -5.1848)  0.240
C (1.0617, 2.1859, -5.0292)  0.139
C (0.8515, 3.4461, -5.5722)  -0.430
C (1.8580, 4.0994, -6.2715)  -0.661
C (3.0900, 3.4686, -6.4179)  -0.401
C (3.3107, 2.2065, -5.8897)  -0.824
N (1.4697, 0.5688, -2.3243)  1.092
N (2.5098, 0.3881, -1.7288)  -0.494
C (2.9228, 1.5260, -0.9609)  -0.068
C (3.9202, 1.3155, -0.0222)  0.013
C (4.4046, 2.3801, 0.7229)  -0.640
C (3.9070, 3.6595, 0.5155)  -0.428
C (2.9268, 3.8733, -0.4475)  -0.803
C (2.4275, 2.8093, -1.1802)  -0.262
H (3.3252, -0.1865, -4.9468)  0.227
H (0.2789, 1.6703, -4.4912)  0.407
H (-0.1151, 3.9221, -5.4484)  0.362
H (1.6898, 5.0790, -6.7045)  0.372
H (3.8869, 3.9651, -6.9603)  0.360
H (4.2752, 1.7226, -6.0089)  0.304
H (4.2916, 0.3084, 0.1361)  0.381
H (5.1758, 2.2093, 1.4650)  0.412
H (4.2830, 4.4905, 1.1002)  0.380
H (2.5504, 4.8718, -0.6307)  0.392
H (1.6751, 2.9597, -1.9433)  0.386
O (-2.4091, -0.0233, -0.0797)  -0.146
C (-2.7515, 0.9324, -0.7740)  0.207
C (-4.1602, 1.4781, -0.6966)  -1.157
C (-4.9839, 1.2577, -1.9952)  -0.650
C (-4.1595, 0.8441, -3.2162)  -0.750
C (-3.1912, 1.9143, -3.7222)  -0.329
C (-2.3687, 2.5588, -2.5955)  -1.039
N (-1.9120, 1.5983, -1.6017)  0.534
H (-4.0889, 2.5405, -0.4607)  0.430
H (-4.6376, 0.9859, 0.1442)  0.384
H (-5.5523, 2.1646, -2.2264)  0.277
H (-5.7128, 0.4676, -1.8105)  0.388
H (-4.8383, 0.5793, -4.0283)  0.508
H (-3.5875, -0.0575, -2.9738)  0.171
H (-3.7350, 2.7069, -4.2506)  0.374
H (-2.5192, 1.4448, -4.4424)  0.253
H (-2.9613, 3.3297, -2.0975)  0.348
H (-1.4892, 3.0500, -3.0116)  0.450
H (-0.9964, 1.1907, -1.7274)  -0.272
F (-5.1600, -6.7541, -0.2906)  -0.326
C (-3.9671, -6.1531, -0.2484)  0.513
C (-3.8720, -4.7844, -0.3438)  -0.277
F (-4.9864, -4.0571, -0.4729)  -0.307
C (-2.6325, -4.1754, -0.3210)  -0.187
F (-2.6294, -2.8460, -0.4698)  0.083
C (-1.4405, -4.8871, -0.1878)  -0.101
Se (0.2772, -4.1074, -0.1498)  -0.635
C (-1.5872, -6.2703, -0.0897)  0.546
F (-0.5073, -7.0467, 0.0401)  -0.319
C (-2.8152, -6.8975, -0.1220)  0.086
F (-2.9030, -8.2287, -0.0307)  -0.315
C (2.9263, -3.4529, 2.3575)  -0.696
S (2.9856, -2.0259, 1.2547)  0.351
C (3.6866, -2.7948, -0.2245)  -0.881
H (2.2755, -4.2173, 1.9376)  0.191
H (2.5083, -3.0999, 3.3019)  0.083
H (3.9335, -3.8438, 2.5229)  0.336
H (4.7232, -3.0862, -0.0471)  0.351
H (3.6415, -2.0440, -1.0136)  0.173
H (3.0983, -3.6609, -0.5142)  0.272

Values from the calculation:
**Energy relative to the best compared isomer or geometry (same formula, charge and spin)**: 5.37 kcal/mol
**Highest occupied orbital energy**: -0.1693 Eh
**Charge**: -1
**Orbital gap**: 6.767 eV
**2S+1**: 1

---

2.
# C39H38CsN4O3S

A molecular structure, C39H38CsN4O3S (ωB97M-V/def2-TZVPD, the OMol25 dataset).

Each line ends with the Mulliken charge.
Positions of all 86 atoms, in Å:
Cs (0.1626, 0.2331, -0.0930)  1.520
C (4.6210, 0.1273, -4.0984)  -2.083
C (5.9718, 0.1195, -3.3825)  2.079
C (6.7735, -1.0930, -3.8782)  -1.620
C (6.7223, 1.4051, -3.7610)  -1.605
C (5.8129, 0.0469, -1.8611)  0.408
C (6.9613, 0.0438, -1.0498)  -0.390
C (6.8817, 0.0019, 0.3303)  -1.331
C (5.6238, -0.0406, 0.9255)  1.071
S (5.1703, -0.0702, 2.5929)  -0.456
C (3.4500, -0.0788, 2.1191)  -0.249
N (3.2720, -0.0827, 0.8387)  -0.181
C (4.4678, -0.0511, 0.1435)  -1.913
C (4.5709, -0.0045, -1.2488)  0.543
C (2.3822, -0.0656, 3.1497)  1.683
C (2.7545, 0.0555, 4.4981)  -0.630
C (1.7868, 0.0723, 5.4846)  -0.635
C (0.4476, -0.0105, 5.1045)  -0.498
C (0.1103, -0.0985, 3.7578)  -0.439
C (1.0475, -0.1619, 2.7032)  -1.088
H (4.7825, 0.1852, -5.1779)  0.436
H (4.0141, 0.9862, -3.8029)  0.373
H (4.0510, -0.7816, -3.8935)  0.385
H (6.9100, -1.0418, -4.9629)  0.429
H (6.2488, -2.0214, -3.6408)  0.382
H (7.7614, -1.1384, -3.4145)  0.321
H (6.8544, 1.4632, -4.8458)  0.434
H (7.7104, 1.4459, -3.2974)  0.319
H (6.1621, 2.2844, -3.4340)  0.376
H (7.9425, 0.0819, -1.5081)  0.382
H (7.7834, 0.0106, 0.9316)  0.360
H (3.6538, 0.0022, -1.8227)  0.553
H (3.7999, 0.1431, 4.7858)  0.268
H (2.0639, 0.1567, 6.5282)  0.370
H (-0.3265, 0.0076, 5.8674)  0.335
H (-0.9518, -0.1378, 3.5122)  0.470
C (-2.1519, 4.4674, 2.8402)  -0.743
O (-3.4506, 4.8282, 2.3533)  -0.489
C (-3.5736, 5.7465, 1.3646)  0.831
C (-4.6696, 6.5994, 1.4810)  -0.466
C (-4.9231, 7.5869, 0.5464)  -0.443
C (-4.0662, 7.7385, -0.5372)  -0.805
C (-2.9959, 6.8734, -0.6771)  -0.674
C (-2.7314, 5.8592, 0.2458)  0.021
N (-1.5981, 5.0407, 0.0544)  0.487
C (-1.6426, 3.6375, -0.1283)  -1.037
N (-2.8902, 3.1557, -0.2968)  0.260
C (-3.4685, 1.8278, -0.2491)  -0.127
C (-2.7411, 0.6481, -0.3061)  -0.533
C (-3.5483, -0.5073, -0.2273)  -0.365
C (-4.9318, -0.5012, -0.1273)  -0.777
C (-5.6175, 0.7147, -0.0989)  -0.427
C (-4.8725, 1.8788, -0.1655)  0.411
O (-5.4414, 3.1398, -0.1606)  -0.428
C (-6.8027, 3.2403, 0.1856)  -1.060
N (-0.5553, 2.9436, -0.0978)  0.135
C (0.7045, 3.5404, 0.0236)  0.225
C (1.5245, 3.2627, 1.1171)  0.010
C (2.8249, 3.7529, 1.2023)  -0.954
C (3.3463, 4.5148, 0.1756)  -0.747
C (2.5567, 4.8070, -0.9363)  -0.894
C (1.2561, 4.3283, -1.0085)  0.854
O (0.4094, 4.6038, -2.0547)  -0.342
C (0.9672, 5.2295, -3.1918)  -1.064
H (-2.2980, 4.1817, 3.8788)  0.360
H (-1.4655, 5.3127, 2.7845)  0.289
H (-1.7362, 3.6202, 2.2999)  0.239
H (-5.3068, 6.4665, 2.3469)  0.422
H (-5.7784, 8.2401, 0.6685)  0.377
H (-4.2396, 8.5091, -1.2776)  0.380
H (-2.3421, 6.9519, -1.5395)  0.474
H (-0.8763, 5.4620, -0.5101)  0.191
H (-3.6021, 3.8666, -0.3091)  0.243
H (-3.0677, -1.4892, -0.2472)  0.224
H (-5.4933, -1.4297, -0.0694)  0.344
H (-6.6956, 0.7392, -0.0274)  0.335
H (-7.0349, 4.3021, 0.2418)  0.273
H (-6.9989, 2.7733, 1.1551)  0.437
H (-7.4453, 2.7724, -0.5659)  0.345
H (1.1356, 2.6324, 1.9117)  0.615
H (3.4314, 3.5025, 2.0644)  0.455
H (4.3646, 4.8811, 0.2210)  0.402
H (2.9658, 5.4065, -1.7365)  0.369
H (0.1773, 5.2781, -3.9363)  0.254
H (1.8040, 4.6498, -3.5896)  0.359
H (1.3150, 6.2422, -2.9698)  0.373

Values from the calculation:
**Highest occupied orbital energy**: -0.1312 Eh
**Charge**: -1
**Orbital gap**: 5.562 eV
**2S+1**: 1

---

3.
# C39H39BrIrN4O5

A molecular structure, C39H39BrIrN4O5 (ωB97M-V/def2-TZVPD, the OMol25 dataset).

Each line ends with the Mulliken charge.
Positions of all 89 atoms, in Å:
Ir (-0.7867, -0.6214, 0.6764)  0.887
Br (5.9698, -3.9843, 1.3219)  -0.138
C (4.3590, -3.0010, 1.5439)  -0.169
C (3.2028, -3.4130, 0.8884)  -0.985
C (2.0372, -2.6957, 1.0283)  0.503
C (1.9915, -1.5503, 1.8448)  -0.596
C (3.1875, -1.1375, 2.4674)  -0.335
C (4.3506, -1.8568, 2.3313)  -0.930
N (0.8226, -0.8650, 2.0270)  1.395
C (0.6379, -0.1321, 3.1426)  -1.290
C (-0.4677, 0.7125, 3.2390)  0.693
C (-0.7249, 1.5721, 4.3335)  -1.166
C (-1.8786, 2.3073, 4.3627)  -0.520
C (-2.8011, 2.1694, 3.3152)  -1.065
C (-2.4951, 1.3267, 2.2646)  -0.272
N (-1.3551, 0.6454, 2.1937)  0.697
H (3.2243, -4.3023, 0.2781)  0.495
H (1.1373, -3.0121, 0.5200)  0.259
H (3.1996, -0.2268, 3.0456)  0.489
H (5.2492, -1.5331, 2.8340)  0.460
H (1.3022, -0.2591, 3.9844)  0.606
H (0.0097, 1.6356, 5.1199)  0.566
H (-2.0840, 2.9830, 5.1784)  0.463
H (-3.7393, 2.6982, 3.3207)  0.531
H (-3.2102, 1.1712, 1.4648)  0.613
C (4.0047, -1.2107, -3.3227)  -1.505
C (3.6638, -1.3430, -1.8333)  -0.526
C (3.5481, -0.0083, -1.1527)  1.172
C (4.7198, 0.6742, -0.8748)  -0.758
C (4.7077, 1.8926, -0.2189)  -1.030
C (3.5050, 2.4512, 0.1838)  -0.751
C (2.3058, 1.8065, -0.0569)  0.668
C (1.0136, 2.4711, 0.3092)  0.768
C (0.5773, 3.4537, -0.7823)  -1.440
C (2.3124, 0.5685, -0.7471)  -0.752
N (1.1356, -0.0893, -0.9388)  1.176
C (0.7931, -0.7057, -2.0254)  -1.399
C (-0.2337, -1.6566, -2.0185)  0.368
C (-0.8171, -2.4205, -3.0562)  -0.749
C (-1.7445, -3.2432, -2.4559)  -1.160
C (-1.7037, -2.9581, -1.0772)  -0.412
N (-0.7920, -2.0230, -0.8154)  1.159
H (4.0662, -2.1964, -3.7763)  0.437
H (4.9618, -0.7145, -3.4543)  0.407
H (3.2546, -0.6348, -3.8597)  0.349
H (4.4701, -1.9039, -1.3516)  0.426
H (2.7423, -1.9164, -1.7190)  0.164
H (5.6634, 0.2396, -1.1720)  0.544
H (5.6333, 2.4080, -0.0188)  0.448
H (3.5091, 3.4033, 0.6922)  0.549
H (1.1273, 3.0091, 1.2515)  0.619
H (0.2292, 1.7173, 0.4312)  -1.051
H (1.3345, 4.2175, -0.9394)  0.423
H (-0.3535, 3.9366, -0.4978)  0.445
H (0.4103, 2.9249, -1.7173)  0.286
H (1.2867, -0.4929, -2.9715)  0.532
H (-0.5609, -2.3557, -4.0948)  0.624
H (-2.3815, -3.9610, -2.9325)  0.525
H (-2.2816, -3.4193, -0.2974)  0.455
O (-3.8502, 0.8831, -0.4690)  -0.788
C (-2.8247, 1.0465, -1.1031)  0.029
O (-1.6731, 0.5675, -0.8426)  -0.669
C (-2.8103, 1.9442, -2.3270)  0.317
C (-1.8155, 1.8148, -3.2937)  -0.241
C (-1.7560, 2.6555, -4.3988)  -1.143
C (-2.7325, 3.6245, -4.4902)  0.945
O (-2.9133, 4.5694, -5.4433)  -0.489
C (-4.0693, 5.2893, -5.0760)  -0.266
O (-4.5552, 4.7812, -3.8530)  -0.491
C (-3.7414, 3.7525, -3.5161)  0.977
C (-3.8039, 2.9166, -2.4266)  -1.484
H (-1.0832, 1.0343, -3.1611)  0.474
H (-0.9943, 2.5721, -5.1579)  0.447
H (-4.8441, 5.1774, -5.8518)  0.255
H (-3.8222, 6.3566, -4.9653)  0.249
H (-4.5741, 2.9992, -1.6794)  0.532
C (-3.1726, -3.3136, 3.8297)  -0.769
C (-1.9099, -4.1730, 3.7843)  -0.663
C (-0.9383, -3.2251, 3.0932)  -0.260
O (-1.7089, -2.5523, 2.1018)  0.039
C (-3.0789, -2.5143, 2.5253)  -0.430
H (-3.1440, -2.6420, 4.6878)  0.317
H (-4.0842, -3.9034, 3.8810)  0.368
H (-2.0669, -5.0641, 3.1775)  0.296
H (-1.5563, -4.4734, 4.7668)  0.413
H (-0.1107, -3.7259, 2.5903)  0.078
H (-0.5361, -2.5041, 3.8173)  0.260
H (-3.6796, -2.9688, 1.7315)  0.367
H (-3.3968, -1.4757, 2.6498)  0.128

Values from the calculation:
**Highest occupied orbital energy (alpha / beta)**: -0.3312 / -0.3645 Eh
**Charge**: +1
**Orbital gap (alpha / beta)**: 5.837 / 3.947 eV
**2S+1**: 5

---

Total energy / eV: -295711.3538 -64544.6958 -130147.2006